Record 1
The following is a quantum chemistry calculation of a molecular structure, C12H28O5PPtS2 in a non-equilibrium geometry, from the OMol25 dataset.

The geometry in ORCA input format:
```
! RIJCOSX wB97M-V def2-TZVPD def2/J DEFGRID3
* xyz 3 5
Pt -0.98 -0.83 0.43
C -1.50 -0.81 3.58
O -2.16 -0.65 2.29
C -3.50 -1.21 2.27
C -3.84 -1.47 0.83
O -2.70 -2.21 0.34
C -2.71 -2.84 -0.95
C -1.45 -3.68 -0.91
O -0.33 -2.89 -0.42
C 0.92 -3.19 -1.08
H -2.10 -0.35 4.36
H -0.54 -0.30 3.53
H -1.36 -1.86 3.81
H -4.21 -0.51 2.71
H -3.50 -2.14 2.84
H -3.98 -0.55 0.26
H -4.76 -2.06 0.75
H -2.70 -2.09 -1.75
H -3.58 -3.47 -1.07
H -1.25 -4.09 -1.89
H -1.60 -4.50 -0.20
H 1.20 -4.23 -0.87
H 1.69 -2.55 -0.66
H 0.85 -3.06 -2.16
C 1.58 0.62 1.87
C 1.52 2.08 1.49
C 0.30 2.80 2.02
O 1.63 2.20 0.01
P 0.57 2.11 -1.11
S -1.17 3.13 -0.80
S 0.01 0.08 -1.41
O 1.12 2.58 -2.44
C 2.47 2.52 -3.15
C 3.41 3.54 -2.55
C 2.97 1.10 -3.20
H 1.66 0.53 2.95
H 2.45 0.13 1.43
H 0.66 0.09 1.54
H 2.41 2.59 1.84
H -0.63 2.25 1.79
H 0.24 3.83 1.64
H 0.36 2.88 3.11
H 2.19 2.84 -4.15
H 3.64 3.32 -1.51
H 3.00 4.54 -2.62
H 4.34 3.51 -3.11
H 3.28 0.74 -2.21
H 3.85 1.07 -3.85
H 2.23 0.43 -3.63
*
```

Computed properties:
Calculated total energy: -57309.536 eV
Strongest force on any atom: 1.20 eV/A
Energy relative to the best compared isomer or geometry (same formula, charge and spin): 71.1 kJ/mol

Atomic partial charges in e from the Mulliken method, atoms 1 to 6: 1.18 -0.62 -0.34 -0.31 -0.68 -0.31


Record 2
The following is a quantum chemistry calculation of a molecular structure, C12H29BeN4O6P in a non-equilibrium geometry, from the OMol25 dataset.

The geometry in ORCA input format:
```
! RIJCOSX wB97M-V def2-TZVPD def2/J DEFGRID3
* xyz 0 1
O -0.12 -2.02 -4.63
H -1.03 -1.80 -4.32
Be -0.53 0.12 -0.53
N 0.87 -0.89 -1.12
N -1.06 -1.57 0.02
N 0.23 1.79 -0.44
N -1.67 1.01 0.76
O 2.07 -0.45 -1.16
O 1.28 2.31 -1.22
O -2.78 0.52 1.41
O -2.08 -1.84 0.76
C -0.49 -2.65 -0.63
C 0.70 -2.24 -1.28
C -0.35 2.76 0.27
C -1.48 2.31 0.97
C 1.67 -3.09 -1.96
H 1.85 -2.67 -2.98
H 1.25 -4.11 -2.06
H 2.63 -3.17 -1.41
C -1.06 -4.01 -0.67
H -2.05 -3.99 -1.16
H -1.19 -4.46 0.34
H -0.40 -4.67 -1.26
C 0.12 4.17 0.36
C -2.26 3.21 1.87
H 0.75 4.41 -0.48
H 0.66 4.37 1.30
H -0.74 4.85 0.38
H -2.84 2.62 2.58
H -2.94 3.86 1.29
H -1.61 3.91 2.41
H 1.63 1.48 -1.67
H -2.61 -0.47 1.23
C -1.79 0.26 -1.70
H -1.45 -0.15 -2.71
H -2.03 1.34 -1.68
H -2.68 -0.28 -1.34
O 1.75 0.91 -4.31
H 1.46 0.09 -4.77
H 0.93 1.14 -3.84
C 2.52 0.76 2.32
P 0.95 -0.03 1.76
C 1.49 -1.78 2.06
C -0.05 0.35 3.27
H 3.30 0.51 1.58
H 2.75 0.36 3.32
H 2.37 1.85 2.34
H 2.00 -1.89 3.04
H 0.62 -2.45 1.94
H 2.19 -1.95 1.22
H -1.02 -0.17 3.18
H -0.24 1.43 3.17
H 0.51 0.11 4.20
*
```

Computed properties:
Calculated total energy: -40842.150 eV
Strongest force on any atom: 3.41 eV/A
Energy relative to the best compared isomer or geometry (same formula, charge and spin): 80.0 kJ/mol

Atomic partial charges in e from the Mulliken method, atoms 1 to 6: -0.34 0.34 -0.95 1.89 1.35 1.05


Record 3
The following is a quantum chemistry calculation of a molecular structure, C12H29Br2NO5Si2, from the OMol25 dataset.

The geometry in ORCA input format:
```
! RIJCOSX wB97M-V def2-TZVPD def2/J DEFGRID3
* xyz 0 1
C -1.74 -4.86 0.80
C -2.10 -3.48 0.32
Br -0.50 -2.37 0.05
C -3.00 -3.41 -0.90
Br -2.48 -4.61 -2.34
Si -4.83 -3.57 -0.47
O -5.69 -3.41 -1.86
C -5.22 -2.09 0.64
N -6.31 -1.27 0.05
O -5.15 -5.04 0.20
Si -6.67 -5.27 0.82
O -7.45 -6.46 0.01
H -0.86 -4.79 1.42
H -1.51 -5.54 -0.01
H -2.53 -5.26 1.41
H -2.62 -2.98 1.12
H -2.91 -2.42 -1.32
H -5.66 -2.47 -2.11
H -5.40 -2.38 1.68
H -4.34 -1.46 0.66
H -6.23 -0.33 0.40
H -7.20 -1.62 0.36
H -6.57 -5.63 2.23
H -7.46 -4.03 0.70
H -7.41 -6.31 -0.94
C 2.73 2.37 -0.46
C 1.35 2.32 0.20
C 0.95 0.87 -0.03
O 2.16 0.11 -0.04
C 3.28 1.00 -0.11
H 3.36 3.18 -0.12
H 2.61 2.46 -1.55
H 1.45 2.52 1.27
H 0.64 3.03 -0.22
H 0.45 0.74 -0.99
H 0.29 0.48 0.75
H 3.78 1.01 0.86
H 3.98 0.62 -0.86
C 7.16 6.02 -0.75
C 7.13 5.63 0.73
C 5.70 5.16 0.90
O 5.30 4.60 -0.35
C 6.27 4.94 -1.36
H 8.15 6.03 -1.18
H 6.71 7.00 -0.89
H 7.83 4.81 0.91
H 7.39 6.45 1.40
H 5.03 5.99 1.14
H 5.59 4.40 1.68
H 6.84 4.05 -1.61
H 5.74 5.28 -2.25
*
```

Computed properties:
Calculated total energy: -180486.728 eV
Strongest force on any atom: 0.70 eV/A

Atomic partial charges in e from the Mulliken method, atoms 1 to 6: -1.32 0.16 -0.14 -0.31 -0.12 0.19


Record 4
The following is a quantum chemistry calculation of a molecular structure, C12H29F6N5O7S2 in a non-equilibrium geometry, from the OMol25 dataset.

The geometry in ORCA input format:
```
! RIJCOSX wB97M-V def2-TZVPD def2/J DEFGRID3
* xyz 1 2
N 5.79 6.79 14.40
H 5.47 7.65 14.84
H 6.25 7.14 13.56
H 4.95 6.29 14.17
H 6.27 6.18 15.04
N 7.24 7.72 17.61
H 6.92 7.62 18.56
H 8.16 8.14 17.67
H 6.57 8.26 17.09
H 7.29 6.80 17.19
C 2.89 7.93 16.18
F 3.56 6.75 16.19
F 2.57 8.23 14.87
F 1.81 7.89 17.01
S 3.93 9.39 16.83
O 3.22 10.56 16.38
O 4.01 9.24 18.28
N 5.49 9.06 15.95
S 5.79 10.38 15.19
O 5.30 10.52 13.84
O 5.68 11.61 15.99
C 7.75 10.16 15.07
F 8.33 11.13 14.25
F 8.32 10.24 16.28
F 7.99 8.99 14.57
C 5.75 4.39 18.21
C 6.68 4.06 17.02
O 7.23 5.18 16.44
H 5.49 3.49 18.78
H 4.86 4.87 17.79
H 6.13 5.10 18.94
H 6.07 3.57 16.26
H 7.43 3.34 17.36
C 6.47 6.67 21.27
O 6.62 7.34 20.22
N 7.40 5.70 21.56
C 8.50 5.34 20.65
C 7.20 4.92 22.75
H 5.63 6.76 21.97
H 8.43 4.30 20.35
H 9.48 5.50 21.10
H 8.68 5.93 19.75
H 6.31 5.19 23.32
H 7.04 3.88 22.46
H 8.05 4.88 23.43
C 12.09 8.21 18.30
C 11.22 8.16 17.02
O 10.05 8.36 17.13
C 11.77 7.80 15.69
H 12.99 7.59 18.32
H 11.35 7.89 19.03
H 12.42 9.18 18.68
H 11.05 8.06 14.92
H 11.95 6.72 15.66
H 12.65 8.25 15.24
C 7.65 10.58 20.41
C 8.17 10.31 21.79
N 8.56 10.12 22.89
H 6.57 10.41 20.40
H 8.19 9.81 19.86
H 7.82 11.64 20.23
*
```

Computed properties:
Calculated total energy: -72661.293 eV
Strongest force on any atom: 7.32 eV/A

Atomic partial charges in e from the Mulliken method, atoms 1 to 6: 0.08 0.03 0.43 0.49 0.27 1.01


Record 5
The following is a quantum chemistry calculation of 2 unconnected molecules or ions with the total composition C12H29INO2Si, from the OMol25 dataset.

The geometry in ORCA input format:
```
! RIJCOSX wB97M-V def2-TZVPD def2/J DEFGRID3
* xyz 1 1
C 2.55 0.44 -2.04
C 1.65 1.30 -2.93
O 0.37 1.50 -2.34
C -0.72 1.25 -3.21
C -1.96 2.00 -2.72
O -2.97 1.13 -2.17
Si -4.11 0.47 -3.16
I -3.28 -1.62 -4.14
H 2.80 -0.52 -2.51
H 3.48 0.94 -1.80
H 2.03 0.23 -1.10
H 2.10 2.28 -3.10
H 1.53 0.82 -3.91
H -0.94 0.17 -3.25
H -0.47 1.57 -4.22
H -1.67 2.68 -1.92
H -2.39 2.59 -3.53
H -5.28 0.16 -2.35
H -4.39 1.38 -4.28
C 2.91 -0.52 3.98
C 2.51 -0.47 2.51
C 1.14 0.17 2.23
N -0.02 -0.80 2.11
C -0.15 -1.63 3.34
C -1.28 0.00 1.86
C -1.37 0.12 0.36
C -0.97 -1.28 -0.10
C 0.15 -1.68 0.87
H 2.30 -1.21 4.57
H 3.94 -0.84 4.08
H 2.82 0.47 4.44
H 2.57 -1.46 2.06
H 3.24 0.14 1.98
H 1.15 0.71 1.29
H 0.88 0.87 3.02
H -0.26 -0.97 4.20
H 0.73 -2.25 3.46
H -1.03 -2.25 3.24
H -2.11 -0.58 2.26
H -1.21 0.94 2.40
H -0.67 0.87 -0.03
H -2.36 0.40 0.02
H -0.63 -1.31 -1.13
H -1.81 -1.97 -0.01
H 1.14 -1.50 0.46
H 0.08 -2.72 1.19
*
```

Computed properties:
Calculated total energy: -34472.995 eV
Strongest force on any atom: 0.28 eV/A

Atomic partial charges in e from the Mulliken method, atoms 1 to 6: -0.72 -0.43 -0.35 -0.23 -0.70 -0.17


Record 6
The following is a quantum chemistry calculation of 3 unconnected molecules or ions with the total composition C12H30ClN2O4 in a non-equilibrium geometry, from the OMol25 dataset.

The geometry in ORCA input format:
```
! RIJCOSX wB97M-V def2-TZVPD def2/J DEFGRID3
* xyz -1 1
Cl 2.96 -0.51 2.04
C -1.41 0.57 -0.81
O -0.04 0.19 -0.74
C 0.22 -0.96 -1.47
C 1.71 -1.18 -1.55
N 2.60 -0.05 -1.63
C 2.24 1.11 -2.39
C 1.93 0.68 -3.85
O 3.12 0.65 -4.64
C 3.10 -0.20 -5.76
H -1.93 -0.09 -0.09
H -1.82 0.40 -1.81
H -1.41 1.58 -0.42
H -0.22 -0.89 -2.46
H -0.31 -1.78 -0.93
H 1.97 -1.78 -2.43
H 2.17 -1.77 -0.74
H 2.86 0.12 -0.68
H 3.16 1.77 -2.46
H 1.43 1.69 -1.96
H 1.24 1.47 -4.27
H 1.36 -0.25 -3.88
H 2.63 0.23 -6.64
H 2.67 -1.19 -5.63
H 4.14 -0.41 -6.01
C -3.22 -3.28 1.29
O -2.52 -2.05 1.33
C -1.49 -2.11 2.39
C -0.40 -1.12 2.35
N -0.74 0.28 2.64
C -0.73 0.81 4.02
C -1.36 2.29 3.95
O -0.62 3.00 2.92
C -1.35 3.55 1.83
H -2.51 -4.08 0.96
H -4.00 -3.26 0.57
H -3.60 -3.61 2.26
H -0.99 -3.09 2.35
H -2.04 -2.02 3.30
H 0.20 -1.13 1.47
H 0.37 -1.50 3.08
H -0.03 0.91 2.28
H 0.34 0.89 4.27
H -1.35 0.18 4.66
H -1.27 2.77 4.94
H -2.40 2.06 3.68
H -1.91 4.42 2.18
H -2.10 2.86 1.43
H -0.64 3.84 1.06
*
```

Computed properties:
Calculated total energy: -36621.414 eV
Strongest force on any atom: 2.54 eV/A
Energy relative to the best compared isomer or geometry (same formula, charge and spin): 161.3 kJ/mol

Atomic partial charges in e from the Mulliken method, atoms 1 to 6: -0.83 -0.38 -0.08 -0.26 -1.34 -0.29


Record 7
The following is a quantum chemistry calculation of 4 unconnected molecules or ions with the total composition C12H30ClO6 in a non-equilibrium geometry, from the OMol25 dataset.

The geometry in ORCA input format:
```
! RIJCOSX wB97M-V def2-TZVPD def2/J DEFGRID3
* xyz -1 1
Cl -17.87 -1.82 2.70
C -13.29 -3.85 0.33
O -13.37 -2.69 1.12
C -14.21 -2.93 2.24
C -13.93 -2.02 3.42
O -13.69 -0.70 2.97
C -14.20 0.28 3.83
H -14.28 -4.16 -0.02
H -12.84 -4.68 0.89
H -12.64 -3.68 -0.52
H -14.08 -3.96 2.61
H -15.25 -2.76 1.95
H -13.12 -2.38 4.05
H -14.86 -2.06 4.00
H -15.27 0.10 4.04
H -14.17 1.24 3.31
H -13.68 0.37 4.80
C -20.83 -6.40 3.06
O -20.32 -5.10 3.08
C -19.88 -4.74 4.38
C -21.03 -4.09 5.13
O -21.36 -2.89 4.46
C -22.34 -2.13 5.13
H -19.98 -7.09 3.00
H -21.50 -6.56 2.22
H -21.45 -6.64 3.93
H -19.09 -3.99 4.30
H -19.45 -5.61 4.87
H -20.71 -3.92 6.17
H -21.93 -4.71 5.13
H -22.07 -1.08 5.03
H -22.29 -2.33 6.21
H -23.34 -2.32 4.74
C -19.74 -0.26 7.53
O -19.12 -1.48 7.32
C -18.11 -1.44 6.32
C -17.34 -2.75 6.29
O -16.56 -2.98 7.46
C -17.25 -3.47 8.58
H -19.06 0.59 7.40
H -20.11 -0.16 8.55
H -20.56 -0.09 6.83
H -17.40 -0.65 6.60
H -18.48 -1.17 5.33
H -16.69 -2.80 5.43
H -18.07 -3.57 6.20
H -16.54 -3.37 9.40
H -17.49 -4.54 8.50
H -18.14 -2.90 8.82
*
```

Computed properties:
Calculated total energy: -37736.112 eV
Strongest force on any atom: 1.12 eV/A
Energy relative to the best compared isomer or geometry (same formula, charge and spin): 0.0 kJ/mol

Atomic partial charges in e from the Mulliken method, atoms 1 to 6: -0.81 -0.79 -0.30 -0.51 0.64 -0.31


Record 8
The following is a quantum chemistry calculation of a molecular structure, C12H30ClO8P2Zn in a non-equilibrium geometry, from the OMol25 dataset.

The geometry in ORCA input format:
```
! RIJCOSX wB97M-V def2-TZVPD def2/J DEFGRID3
* xyz 1 1
Zn 1.73 4.10 -0.36
Cl -0.68 3.73 -0.47
C -0.64 0.51 2.78
C -1.77 0.78 1.83
O -2.25 -0.46 1.23
P -3.80 -0.96 1.34
O -4.14 -1.45 2.73
O -4.63 0.30 0.83
C -4.38 0.95 -0.43
C -4.70 2.42 -0.24
O -3.98 -2.16 0.21
C -5.34 -2.68 0.07
C -5.33 -4.10 -0.52
H 0.30 0.24 2.29
H -0.43 1.40 3.37
H -0.92 -0.27 3.49
H -2.61 1.20 2.39
H -1.49 1.46 1.02
H -3.37 0.81 -0.82
H -5.03 0.56 -1.22
H -4.33 3.05 -1.05
H -5.76 2.64 -0.33
H -4.27 2.88 0.65
H -5.82 -2.68 1.05
H -5.89 -2.01 -0.59
H -4.74 -4.76 0.11
H -6.27 -4.65 -0.47
H -5.02 -4.12 -1.57
C 5.33 -1.19 1.63
C 3.84 -1.20 1.22
O 3.41 0.21 1.37
P 2.72 0.91 0.05
O 2.28 2.30 0.31
O 3.89 0.70 -1.12
C 5.00 1.59 -1.29
C 6.23 0.80 -1.69
O 1.56 -0.13 -0.47
C 0.83 0.35 -1.58
C 1.40 -0.40 -2.78
H 5.88 -0.27 1.40
H 5.37 -1.41 2.69
H 5.94 -1.94 1.12
H 3.79 -1.65 0.23
H 3.21 -1.79 1.88
H 4.70 2.26 -2.10
H 5.19 2.20 -0.40
H 6.53 0.05 -0.96
H 6.18 0.46 -2.73
H 7.04 1.50 -1.87
H -0.22 0.12 -1.42
H 0.78 1.44 -1.70
H 2.45 -0.16 -2.88
H 1.34 -1.48 -2.61
H 0.87 -0.01 -3.64
*
```

Computed properties:
Calculated total energy: -108825.990 eV
Strongest force on any atom: 6.33 eV/A
Energy relative to the best compared isomer or geometry (same formula, charge and spin): 0.0 kJ/mol

Atomic partial charges in e from the Mulliken method, atoms 1 to 6: 0.76 -0.30 -1.12 0.34 -0.12 0.75